Entry 1:
12
Properties=species:S:1:pos:R:3 method="wB97M-V/def2-TZVPD" energy_ha=-985.64333 smiles="C/C(=N/S)NS" e_homo_ev=-8.39 fmax_ev_per_a=2.54 homo_lumo_gap_ev=9.05 de_lowest_kj_mol=105.5 multiplicity=1
C 0.74219 -1.50261 1.22210
C 0.01360 -0.58877 0.24380
N -0.58201 -1.19154 -0.70695
S -1.20515 -0.31781 -2.09149
N 0.16778 0.73541 0.32538
S 1.06904 1.52319 1.45295
H 0.77999 -2.49051 0.85817
H 1.75817 -1.19533 1.38797
H 0.32240 -1.49271 2.24767
H -2.28404 -1.11855 -2.38638
H -0.12025 1.20851 -0.48571
H 0.08634 1.54367 2.47037


Entry 2:
23
Properties=species:S:1:pos:R:3 method="wB97M-V/def2-TZVPD" energy_ha=-400.83696 smiles=CNCCNCN.O e_homo_ev=-8.20 fmax_ev_per_a=2.84 homo_lumo_gap_ev=9.01 de_lowest_kj_mol=213.3 multiplicity=1
C -0.89209 1.06840 -2.40836
N -0.33841 0.69477 -1.14284
C -0.33860 1.71796 -0.13404
C -0.21620 1.04436 1.24765
N -0.95799 -0.20654 1.48826
C -0.15582 -1.39778 1.56908
N -0.01264 -2.11945 0.31256
H -0.53457 2.05247 -2.69854
H -0.73032 0.29402 -3.18825
H -1.98462 0.83301 -2.50341
H -0.00076 -0.22059 -0.88603
H -1.28525 2.25892 -0.08786
H 0.45196 2.48510 -0.15846
H 0.83760 0.88570 1.53825
H -0.42424 1.73347 2.08680
H -1.66226 -0.18130 0.76193
H 0.79361 -1.09815 2.05093
H -0.41564 -2.11724 2.37346
H 0.91790 -2.42293 0.10326
H -0.77561 -2.74535 0.12571
O 2.81676 -0.89335 0.16659
H 2.72631 -1.48182 -0.60558
H 2.18089 -0.18366 -0.01115


Entry 3:
53
Properties=species:S:1:pos:R:3 method="wB97M-V/def2-TZVPD" energy_ha=-2133.65156 smiles="CCN(CC)S(=O)(=O)c1cccc(C(=O)Oc2cccc(NC(=O)c3cccs3)c2)c1" e_homo_ev=-8.77 fmax_ev_per_a=1.17 homo_lumo_gap_ev=8.78 de_lowest_kj_mol=0.0 multiplicity=1
C -3.44804 -2.31390 2.14618
C -3.20085 -3.24981 0.96309
N -2.66528 -2.58266 -0.19743
C -1.24656 -2.57734 -0.46498
C -0.41957 -1.77883 0.53998
S -3.71749 -1.86312 -1.23852
O -4.98259 -2.53393 -1.15050
O -3.08117 -1.73902 -2.51724
C -3.92553 -0.20055 -0.58028
C -5.11803 0.18857 0.00002
C -5.23250 1.46536 0.53134
C -4.15032 2.32722 0.49792
C -2.94918 1.92446 -0.08283
C -1.78411 2.85123 -0.06079
O -1.84949 4.01906 0.22666
O -0.66757 2.17447 -0.36270
C 0.60942 2.70213 -0.40116
C 0.92129 4.04882 -0.50447
C 2.25795 4.41297 -0.56338
C 3.26057 3.46557 -0.52269
C 2.93943 2.11065 -0.42091
N 3.98119 1.18369 -0.38231
C 3.90771 -0.17636 -0.25332
O 2.87369 -0.80920 -0.14995
C 5.21026 -0.85239 -0.24387
C 6.49886 -0.39379 -0.35060
C 7.44856 -1.42821 -0.28806
C 6.87239 -2.65327 -0.13508
S 5.16552 -2.57400 -0.06548
C 1.60653 1.73369 -0.36187
C -2.84721 0.65414 -0.64383
H -2.53066 -1.82116 2.45549
H -4.17529 -1.55217 1.87703
H -3.83741 -2.88500 2.98558
H -4.14863 -3.70064 0.65866
H -2.50953 -4.04693 1.25053
H -0.88414 -3.61294 -0.49138
H -1.14126 -2.15947 -1.46670
H 0.60995 -1.71634 0.19560
H -0.81427 -0.77200 0.65428
H -0.42092 -2.26573 1.51225
H -5.93796 -0.51281 0.01617
H -6.16279 1.78356 0.97671
H -4.21244 3.31909 0.91987
H 0.14689 4.79601 -0.53305
H 2.51585 5.45782 -0.64378
H 4.29629 3.77061 -0.56996
H 4.90439 1.58655 -0.45013
H 6.77718 0.63893 -0.47123
H 8.50992 -1.26922 -0.35363
H 7.36312 -3.60331 -0.05976
H 1.33012 0.69664 -0.28607
H -1.94627 0.33288 -1.13941


Entry 4:
19
Properties=species:S:1:pos:R:3 method="wB97M-V/def2-TZVPD" energy_ha=-273.86487 smiles=C[C@H]1[C@H]2CCC[C@@H]12 e_homo_ev=-9.41 fmax_ev_per_a=0.60 homo_lumo_gap_ev=10.52 de_lowest_kj_mol=114.7 multiplicity=1
C 0.37131 1.73238 1.36220
C -0.18972 1.39857 -0.00941
C 0.14412 0.43694 -1.16131
C 0.72600 -0.95934 -1.31641
C 0.53911 -1.66321 0.02340
C -0.75530 -1.01666 0.58663
C -1.06102 0.21145 -0.28619
H 1.16481 2.48419 1.29545
H -0.43690 2.17882 1.96140
H 0.75911 0.88010 1.92568
H -0.54453 2.31752 -0.47896
H 0.00951 0.94674 -2.11274
H -0.01403 -1.40551 -2.00337
H 1.70805 -1.06648 -1.78456
H 0.42923 -2.74555 -0.10792
H 1.40279 -1.50588 0.67938
H -0.62465 -0.74040 1.63947
H -1.59545 -1.71425 0.55291
H -2.03244 0.23057 -0.76565